[1]
C4H11NO3 | wB97M-V/def2-TZVPD

CARTESIAN COORDINATES (ANGSTROEM)
C 0.220 -1.110 0.890
C 0.570 -1.306 2.194
C 1.457 -0.211 2.504
N 1.536 0.670 1.398
C 0.813 -0.001 0.317
H -0.679 -1.551 0.395
H 0.424 -1.947 3.116
H 1.974 0.052 3.450
H 1.577 1.720 1.312
H 1.125 0.278 -0.698
O -2.941 -2.225 -5.213
H -2.695 -2.489 -6.028
H -3.457 -1.443 -5.086
O 4.189 1.940 4.448
H 4.868 2.535 4.625
H 4.169 1.470 3.571
O -4.166 1.582 -3.832
H -4.747 0.980 -4.414
H -4.237 1.057 -2.950

Cartesian forces (eV/Å) of the 6 atoms listed first:
C -2.62 -0.38 -3.17
C 3.46 2.50 4.30
C -1.08 0.87 -0.60
N -0.93 -1.83 -1.34
C 1.51 1.20 2.30
H 1.39 -0.34 0.15

## Properties
HOMO level in eV: -8.055
SMILES string: c1cc[nH]c1.O.O.O
Relative energy (zero: lowest compared OMol25 entry of this formula, charge and spin) in eV: 3.756
Multiplicity: 1
Gap between HOMO and LUMO in hartree: 0.312


[2]
C4H8O2 | wB97M-V/def2-TZVPD

CARTESIAN COORDINATES (ANGSTROEM)
O -0.735 -0.898 1.522
C -0.052 -0.988 0.292
C 1.185 -0.119 0.245
C 0.584 1.255 -0.025
O -0.359 1.041 -1.066
C -1.028 -0.162 -0.792
H -1.392 -0.483 0.927
H 0.078 -2.033 -0.011
H 1.765 -0.145 1.173
H 1.808 -0.438 -0.595
H 0.086 1.633 0.883
H 1.302 1.993 -0.381
H -1.156 -0.763 -1.692
H -2.086 0.107 -0.481

Cartesian forces (eV/Å) of the 6 atoms listed first:
O -0.73 0.43 -0.85
C -0.14 0.41 -1.82
C 0.11 0.05 -0.12
C 0.29 0.16 0.10
O 0.14 -0.01 -0.19
C 0.72 -0.79 -0.06

## Properties
HOMO level in eV: -10.105
SMILES string: O[C@@H]1CCOC1
Relative energy (zero: lowest compared OMol25 entry of this formula, charge and spin) in eV: 2.432
Multiplicity: 1
Gap between HOMO and LUMO in hartree: 0.407


[3]
C27H26IN2O5 | wB97M-V/def2-TZVPD

CARTESIAN COORDINATES (ANGSTROEM)
C -1.584 -5.495 2.484
O -2.130 -4.355 3.197
C -2.462 -3.217 2.527
C -3.269 -2.275 3.216
C -3.825 -1.225 2.520
C -3.449 -0.963 1.199
C -3.967 0.324 0.530
C -3.359 0.780 -0.819
C -3.336 2.170 -1.001
C -3.034 2.719 -2.226
C -2.718 1.854 -3.302
O -2.679 2.442 -4.532
C -2.217 1.642 -5.637
C -2.634 0.457 -3.093
C -3.096 -0.069 -1.885
C -2.501 -1.777 0.595
C -2.053 -2.941 1.204
H -1.537 -6.272 3.250
H -2.231 -5.815 1.655
H -0.579 -5.275 2.097
H -3.437 -2.417 4.282
H -4.573 -0.596 2.997
H -3.648 1.102 1.242
H -3.631 2.824 -0.175
H -3.071 3.795 -2.403
H -2.279 2.327 -6.480
H -1.183 1.315 -5.465
H -2.859 0.766 -5.796
H -2.295 -0.213 -3.891
H -3.294 -1.143 -1.822
H -2.100 -1.524 -0.378
H -1.340 -3.582 0.680
C -7.464 3.106 2.188
N -6.889 2.322 1.128
C -6.116 1.198 1.489
O -6.097 0.861 2.670
C -5.383 0.542 0.408
I -6.511 -2.266 0.900
C -7.965 -2.710 -0.523
C -7.626 -3.495 -1.635
C -8.666 -4.032 -2.403
C -10.000 -3.720 -2.103
C -10.304 -2.827 -1.065
C -9.278 -2.282 -0.284
C -6.031 0.728 -0.921
O -6.104 -0.139 -1.802
N -6.511 2.024 -1.191
C -6.742 2.453 -2.558
C -6.958 2.875 -0.160
O -7.395 3.997 -0.373
H -7.738 4.065 1.761
H -8.352 2.587 2.547
H -6.756 3.224 3.007
H -6.580 -3.700 -1.861
H -8.432 -4.706 -3.228
H -10.809 -4.175 -2.680
H -11.341 -2.563 -0.850
H -9.483 -1.573 0.517
H -7.157 3.458 -2.514
H -5.807 2.474 -3.129
H -7.446 1.765 -3.031

Cartesian forces (eV/Å) of the 6 atoms listed first:
C -0.05 0.59 0.22
O -0.04 0.21 -0.41
C 0.15 -0.22 -0.38
C 0.37 -0.93 -0.28
C -0.01 0.16 0.17
C 0.26 -0.05 -0.06

## Properties
HOMO level in eV: -11.145
Net charge: +1
Relative energy (zero: lowest compared OMol25 entry of this formula, charge and spin) in eV: 0.000
Multiplicity: 1
Gap between HOMO and LUMO in hartree: 0.171


[4]
C16H18N3O5S3W | wB97M-V/def2-TZVPD

CARTESIAN COORDINATES (ANGSTROEM)
W -0.074 -0.549 0.377
N -2.125 0.331 0.468
C -3.182 -0.472 -0.168
C -2.600 -1.682 -0.891
O -3.324 -2.352 -1.610
O -1.351 -1.896 -0.670
H -2.269 0.416 1.468
H -2.071 1.267 0.084
H -3.748 0.123 -0.883
H -3.875 -0.839 0.586
N 1.650 -1.374 1.674
C 1.383 -2.243 2.837
C 0.370 -3.321 2.474
C -1.024 -2.715 2.519
O -1.912 -3.228 3.181
O -1.149 -1.594 1.888
H 2.315 -1.842 1.065
H 2.111 -0.509 1.960
H 0.989 -1.610 3.633
H 2.323 -2.676 3.189
H 0.410 -4.155 3.172
H 0.571 -3.696 1.466
O -0.483 0.366 -1.474
N -0.121 -0.248 -2.613
C -0.683 0.243 -3.739
C -0.312 -0.205 -4.971
C 0.679 -1.197 -5.043
C 1.217 -1.699 -3.892
C 0.808 -1.236 -2.622
S 1.354 -1.903 -1.161
H -1.426 1.001 -3.551
H -0.785 0.200 -5.853
H 1.011 -1.568 -6.003
H 1.967 -2.477 -3.909
S -0.052 0.944 2.385
C 0.564 2.504 1.842
C 0.227 3.691 2.485
C 0.779 4.899 2.077
C 1.672 4.923 1.012
C 2.001 3.744 0.358
C 1.455 2.529 0.761
S 1.877 1.008 -0.015
H -0.472 3.662 3.313
H 0.509 5.817 2.585
H 2.106 5.861 0.686
H 2.691 3.757 -0.478

Cartesian forces (eV/Å) of the 6 atoms listed first:
W 0.15 -0.30 0.14
N -0.11 0.09 0.06
C 0.01 0.02 -0.01
C 0.06 0.05 -0.05
O -0.03 0.01 0.00
O -0.13 -0.11 0.01

## Properties
HOMO level in eV: -3.561
Net charge: -1
Relative energy (zero: lowest compared OMol25 entry of this formula, charge and spin) in eV: 0.000
Multiplicity: 1
Gap between HOMO and LUMO in hartree: 0.229


[5]
C32H76N11O9P3 | wB97M-V/def2-TZVPD

CARTESIAN COORDINATES (ANGSTROEM)
C 2.579 -2.966 5.813
N 3.158 -2.729 7.135
C 3.162 -3.809 8.054
P 3.541 -1.107 7.474
O 3.654 -0.155 6.363
N 2.275 -0.674 8.574
C 2.622 0.460 9.486
C 0.952 -0.637 7.961
N 5.004 -1.321 8.465
C 4.930 -1.577 9.921
C 6.308 -1.117 7.801
H 1.694 -2.333 5.746
H 2.314 -4.010 5.646
H 3.337 -2.857 5.038
H 2.193 -3.970 8.526
H 3.740 -3.667 8.968
H 3.344 -4.762 7.558
H 1.989 0.455 10.374
H 3.666 0.346 9.777
H 2.477 1.315 8.826
H 1.026 0.025 7.098
H 0.757 -1.639 7.579
H 0.192 -0.368 8.695
H 5.369 -0.724 10.438
H 3.957 -1.863 10.321
H 5.508 -2.448 10.231
H 7.047 -0.501 8.312
H 6.250 -0.403 6.979
H 6.750 -2.055 7.463
C -7.875 2.647 3.096
N -8.718 1.561 2.725
C -8.253 0.817 1.495
P -10.204 1.024 3.367
O -10.670 -0.323 2.881
N -10.013 1.164 5.071
C -11.173 1.300 6.004
C -8.959 0.376 5.787
N -11.277 2.320 3.062
C -11.185 3.672 3.697
C -11.740 2.513 1.669
H -6.941 2.539 2.546
H -7.868 2.732 4.183
H -8.428 3.537 2.796
H -7.163 0.834 1.497
H -8.583 1.496 0.708
H -8.502 -0.235 1.350
H -11.773 2.107 5.584
H -11.811 0.417 5.996
H -10.964 1.673 7.007
H -8.142 0.183 5.093
H -8.581 0.834 6.701
H -9.337 -0.627 5.988
H -10.668 4.337 3.005
H -12.185 4.047 3.914
H -10.717 3.717 4.681
H -12.689 3.050 1.647
H -11.654 1.582 1.110
H -11.216 3.275 1.092
C 6.502 -0.462 -9.464
N 5.586 -1.556 -9.196
C 4.620 -1.862 -10.249
P 5.577 -2.520 -7.747
O 4.725 -3.740 -7.948
N 7.252 -2.713 -7.318
C 8.148 -3.545 -8.128
C 7.842 -1.927 -6.158
N 4.900 -1.502 -6.518
C 3.817 -0.458 -6.853
C 4.764 -2.112 -5.161
H 5.998 0.352 -9.985
H 7.331 -0.973 -9.954
H 6.837 -0.051 -8.511
H 4.890 -2.844 -10.637
H 4.523 -1.071 -10.993
H 3.711 -2.145 -9.718
H 8.319 -3.163 -9.134
H 9.120 -3.791 -7.702
H 7.531 -4.431 -8.280
H 7.347 -0.960 -6.066
H 7.720 -2.394 -5.181
H 8.932 -1.942 -6.148
H 3.299 -0.143 -5.948
H 4.313 0.357 -7.382
H 3.005 -0.993 -7.345
H 4.426 -1.369 -4.439
H 5.679 -2.650 -4.916
H 3.908 -2.787 -5.136
O -1.574 -0.985 -1.727
C -0.978 -0.377 -0.843
O -1.473 0.105 0.269
C -0.643 0.953 0.989
C 0.728 0.504 0.407
O 0.347 -0.074 -0.821
H -0.798 2.001 0.729
H -0.519 0.846 2.066
H 1.256 -0.368 0.794
H 1.388 1.368 0.328
O -0.804 5.786 -2.107
C -1.825 5.715 -2.775
O -1.891 6.352 -3.931
C -3.029 5.951 -4.654
C -3.538 4.812 -3.889
O -2.945 4.961 -2.555
H -3.829 6.692 -4.621
H -2.762 5.631 -5.661
H -3.098 3.867 -4.209
H -4.623 4.709 -3.908
C -4.488 -2.334 -6.559
C -3.345 -2.204 -7.560
C -3.502 -0.931 -8.405
C -4.759 -0.767 -9.188
N -5.747 -0.702 -9.799
H -4.341 -1.482 -5.895
H -4.406 -3.305 -6.069
H -5.479 -2.374 -7.011
H -3.341 -3.048 -8.248
H -2.422 -2.237 -6.981
H -2.619 -0.943 -9.044
H -3.356 -0.061 -7.764
C 6.970 -0.024 1.864
C 7.240 0.781 0.579
C 8.693 1.288 0.301
C 9.753 1.024 1.259
N 10.540 0.770 2.045
H 7.534 -0.955 1.811
H 5.938 -0.346 2.006
H 7.326 0.682 2.614
H 6.391 1.460 0.494
H 7.110 -0.057 -0.106
H 8.680 2.376 0.222
H 9.112 0.857 -0.608

Cartesian forces (eV/Å) of the 6 atoms listed first:
C 0.26 -0.42 0.19
N 0.51 1.63 -1.56
C -0.94 -0.60 1.25
P 0.64 -1.72 3.45
O 0.27 -0.50 -0.57
N 2.00 -0.75 1.09

## Properties
HOMO level in eV: -8.292
SMILES string: CN(C)P(=O)(N(C)C)N(C)C.CN(C)P(=O)(N(C)C)N(C)C.CN(C)P(=O)(N(C)C)N(C)C.O=C1OCCO1.O=C1OCCO1.CCCC#N.CCCC#N
Multiplicity: 1
Gap between HOMO and LUMO in hartree: 0.308


[6]
C2H4S3 | wB97M-V/def2-TZVPD

CARTESIAN COORDINATES (ANGSTROEM)
S 0.491 1.738 0.487
C 1.549 0.685 0.045
C 2.575 -0.274 0.448
S 2.323 -0.120 -1.299
H 3.458 -0.033 0.854
H 2.247 -1.140 0.982
S -2.734 0.356 -0.858
H -3.736 -0.258 -1.501
H -3.688 1.400 -0.834

Cartesian forces (eV/Å) of the 6 atoms listed first:
S -1.06 1.02 0.41
C 1.68 -1.07 -0.63
C -2.71 -1.00 0.19
S -0.50 0.18 -0.90
H 3.26 1.70 1.11
H -0.66 -0.81 -0.15

## Properties
HOMO level in eV: -8.712
SMILES string: S=C1CS1.S
Relative energy (zero: lowest compared OMol25 entry of this formula, charge and spin) in eV: 1.701
Multiplicity: 1
Gap between HOMO and LUMO in hartree: 0.314


[7]
ArH16O8 | wB97M-V/def2-TZVPD

CARTESIAN COORDINATES (ANGSTROEM)
Ar -1.205 0.261 -0.224
O 2.532 -0.385 0.818
H 3.180 -0.854 0.293
H 2.750 -0.608 1.723
O 0.107 -1.262 3.643
H -0.423 -0.510 3.376
H 1.000 -0.921 3.692
O -0.564 2.910 -2.672
H 0.371 2.706 -2.650
H -0.723 3.213 -3.566
O -1.466 1.001 2.998
H -1.498 1.852 2.562
H -2.309 0.595 2.796
O 0.063 -2.659 -1.939
H -0.049 -3.032 -2.814
H -0.802 -2.733 -1.535
O -2.496 3.528 -0.531
H -2.902 2.759 -0.131
H -1.731 3.183 -0.992
O 0.853 -2.632 1.348
H 1.519 -2.013 1.050
H 0.487 -2.231 2.136
O 1.143 -0.343 -3.042
H 1.650 -0.863 -3.666
H 0.514 -0.962 -2.671

Cartesian forces (eV/Å) of the 6 atoms listed first:
Ar 0.04 -0.05 -0.05
O -0.16 0.18 -0.02
H 0.27 -0.05 -0.29
H 0.23 0.07 0.29
O 0.17 -0.57 0.22
H -0.28 0.64 -0.14

## Properties
HOMO level in eV: -10.345
Relative energy (zero: lowest compared OMol25 entry of this formula, charge and spin) in eV: 0.559
Multiplicity: 1
Gap between HOMO and LUMO in hartree: 0.393


[8]
C5H9NO | wB97M-V/def2-TZVPD

CARTESIAN COORDINATES (ANGSTROEM)
C 0.766 0.208 1.950
C 0.191 -0.443 0.716
C -1.159 -0.762 0.391
C -1.145 -1.361 -0.839
N 0.144 -1.427 -1.264
C 0.967 -0.835 -0.344
H 1.830 0.338 1.767
H 0.284 1.157 2.174
H 0.687 -0.481 2.790
H -1.978 -0.345 0.964
H -1.919 -1.953 -1.295
H 0.493 -1.945 -2.048
H 1.931 -0.431 -0.605
O 0.013 2.867 -1.480
H -0.734 3.226 -1.972
H -0.370 2.187 -0.904

Cartesian forces (eV/Å) of the 6 atoms listed first:
C -0.21 -0.45 -0.66
C 0.28 0.40 0.04
C 0.43 0.97 0.60
C -0.40 -0.86 0.28
N 0.44 0.07 -0.30
C -0.34 0.41 0.08

## Properties
HOMO level in eV: -8.305
SMILES string: Cc1cc[nH]c1.O
Relative energy (zero: lowest compared OMol25 entry of this formula, charge and spin) in eV: 1.125
Multiplicity: 1
Gap between HOMO and LUMO in hartree: 0.339